Density functional theory data (the ωB97M-V functional and the def2-TZVPD basis) for C38H34InN6O4 as an isolated structure.

Output
Multiplicity: 1
Kohn-Sham gap, Ha: 0.2390
Net charge: -1

Last column: Mulliken charge in e.
Element x y z (Å)
In: 0.239236 -0.188355 -0.491234  2.0077
O: -1.435357 0.475005 1.197122  -0.7381
C: -1.826647 1.665180 1.392524  0.6324
C: -3.218417 1.967437 1.533241  -0.3874
C: -3.672743 3.241537 1.738169  -0.2477
C: -2.781515 4.325412 1.865288  -1.0263
C: -1.435022 4.082504 1.765778  -0.5447
C: -0.937242 2.795872 1.501682  0.4852
C: 0.469575 2.541692 1.512714  -0.7559
N: 1.015215 1.511188 0.985529  0.0813
C: 2.295748 1.059401 1.455778  -1.0435
C: 2.012364 -0.292329 2.121136  -0.9476
N: 1.466176 -1.200055 1.125786  0.0633
C: 1.538426 -2.467829 1.338915  -0.5099
C: 1.143686 -3.528122 0.477267  0.9232
C: 1.226166 -4.845198 0.982494  -0.8697
C: 0.837441 -5.931591 0.250610  -0.7046
C: 0.328690 -5.726913 -1.050994  -0.4808
C: 0.267627 -4.475150 -1.591682  -0.7507
C: 0.703438 -3.314008 -0.873814  0.5519
O: 0.728945 -2.184369 -1.452689  -0.5302
H: -3.909587 1.138560 1.428924  0.4422
H: -4.738940 3.421980 1.806560  0.4456
H: -3.153056 5.326524 2.044764  0.3935
H: -0.725811 4.900098 1.865239  0.3937
H: 1.097225 3.222319 2.106002  0.2537
H: 2.752165 1.746096 2.179030  0.6235
H: 2.963955 0.922857 0.606016  0.1888
H: 1.273145 -0.122732 2.911452  0.3132
H: 2.923182 -0.695789 2.576110  0.5579
H: 1.983071 -2.789216 2.288802  0.2313
H: 1.602920 -4.982813 1.992500  0.3249
H: 0.906133 -6.930512 0.662305  0.3748
H: -0.019731 -6.579438 -1.622974  0.3847
H: -0.117599 -4.303757 -2.589297  0.4337
C: -6.869587 6.051395 0.339874  -0.9903
O: -6.785160 4.664803 0.577327  -0.4204
C: -6.711666 3.852121 -0.516692  0.6552
C: -6.909423 4.282143 -1.818220  -0.5010
C: -6.819320 3.372996 -2.862520  -0.3770
C: -6.493451 2.041272 -2.637946  -0.6827
C: -6.316126 1.614673 -1.313861  0.2204
C: -6.434997 2.507642 -0.270661  -0.2812
N: -6.521881 1.156344 -3.741033  -0.6210
N: -5.756173 0.175867 -3.905022  -0.5300
C: -4.603853 -0.129682 -3.177400  0.1085
C: -4.401100 -1.493536 -2.955365  -0.3765
C: -3.417348 -1.985208 -2.123757  -1.1251
C: -2.468597 -1.131709 -1.524982  0.9913
O: -1.598397 -1.528237 -0.699740  -0.6486
C: -2.540384 0.270868 -1.913076  -0.6972
N: -1.527256 1.048239 -1.489835  0.9283
C: -1.576018 2.349856 -1.668509  -0.9861
C: -2.592373 2.948406 -2.418950  -1.7681
C: -3.569171 2.161715 -2.972634  -0.8697
C: -3.619389 0.782625 -2.679004  1.1256
H: -6.792214 6.529024 1.313805  0.2496
H: -7.824226 6.328711 -0.118521  0.3594
H: -6.051827 6.398213 -0.299045  0.3805
H: -7.137505 5.317604 -2.035290  0.3956
H: -6.986843 3.695961 -3.883219  0.4246
H: -6.097457 0.574641 -1.110244  0.3224
H: -6.295850 2.187791 0.754742  0.6206
H: -5.122860 -2.168273 -3.401842  0.3926
H: -3.359900 -3.040816 -1.891610  0.5006
H: -0.768812 2.936602 -1.252181  0.8740
H: -2.572930 4.015463 -2.594167  0.4658
H: -4.290621 2.599167 -3.645436  0.7584
C: 3.712388 -1.248713 -1.013672  -1.1197
C: 3.012048 -0.478445 -2.092965  0.7721
C: 3.485598 -0.448678 -3.384132  -0.9228
C: 2.582076 0.326618 -4.142366  -1.0076
C: 1.599355 0.741962 -3.276566  0.5800
C: 0.475667 1.655105 -3.654571  -1.1258
N: 1.852897 0.276872 -1.998003  0.1268
H: 4.700394 -1.518058 -1.388563  0.4567
H: 3.185765 -2.171652 -0.768608  0.1148
H: 3.862562 -0.684488 -0.094102  0.0934
H: 4.383528 -0.941266 -3.729917  0.4337
H: 2.633821 0.551764 -5.197888  0.4067
H: 0.683216 2.068904 -4.641349  0.4235
H: 0.385341 2.485244 -2.954980  0.2386
H: -0.484866 1.136624 -3.709486  0.0614

Cartesian forces, eV/Å:
In -0.461 -0.376 -0.118
O 0.115 -0.205 -0.053
C 0.079 0.089 0.002
C -0.133 0.003 -0.022
C 0.091 -0.020 0.018
C -0.020 0.120 0.013
C 0.009 -0.003 -0.062
C -0.209 -0.110 -0.094
C 0.105 -0.033 0.130
N -0.067 -0.019 -0.329
C 0.148 -0.106 0.040
C 0.123 0.130 0.155
N -0.300 0.068 -0.127
C 0.168 0.153 0.109
C -0.164 -0.145 -0.196
C -0.023 0.039 0.066
C -0.013 -0.145 0.054
C 0.048 0.146 0.080
C -0.021 -0.032 -0.072
C 0.061 0.001 -0.026
O 0.053 0.025 0.268
H 0.029 -0.024 0.021
H 0.022 0.059 0.010
H -0.003 -0.020 -0.003
H -0.003 -0.010 0.033
H 0.019 -0.018 -0.001
H -0.034 0.040 -0.027
H 0.078 0.036 0.006
H 0.025 -0.013 0.015
H 0.002 -0.072 -0.065
H 0.013 -0.011 0.001
H -0.011 0.013 -0.011
H -0.010 0.026 0.000
H 0.018 0.010 -0.038
H 0.024 -0.007 0.002
C -0.008 0.078 0.058
O 0.030 -0.024 0.055
C 0.010 -0.133 -0.001
C 0.023 0.200 -0.042
C 0.089 -0.254 -0.183
C 0.213 0.146 0.585
C -0.097 0.032 -0.108
C -0.021 -0.003 0.054
N 0.069 -0.400 -0.485
N -0.468 0.247 -0.245
C 0.333 0.007 0.481
C -0.264 0.381 -0.059
C 0.165 -0.072 0.180
C -0.222 -0.186 0.002
O 0.359 0.357 -0.039
C -0.298 0.008 -0.181
N 0.344 0.195 0.208
C -0.185 -0.113 0.127
C -0.115 -0.024 -0.032
C 0.150 0.086 0.047
C 0.106 -0.158 -0.038
H -0.003 0.013 -0.013
H 0.008 -0.027 -0.003
H -0.001 -0.018 0.016
H -0.003 -0.061 -0.004
H -0.032 -0.002 0.011
H 0.050 0.006 0.009
H -0.034 -0.029 -0.057
H 0.020 -0.009 -0.019
H 0.043 0.005 -0.048
H 0.002 0.004 -0.007
H 0.019 0.000 0.001
H -0.068 0.013 0.038
C -0.212 0.027 -0.035
C 0.285 0.105 -0.208
C -0.016 -0.020 0.056
C -0.044 -0.032 0.012
C 0.164 0.219 -0.090
C 0.141 -0.231 -0.038
N -0.365 -0.104 0.241
H 0.010 -0.011 -0.014
H 0.008 0.009 0.065
H 0.002 -0.021 0.067
H -0.004 0.013 0.027
H -0.017 0.073 0.026
H 0.012 0.003 -0.025
H 0.048 0.010 -0.136
H 0.014 0.105 -0.034